No. 1
Formula: C3H31NO13
Source: the OMol25 dataset
Level of theory: ωB97M-V/def2-TZVPD

CARTESIAN COORDINATES (ANGSTROEM)
C -0.833 0.927 -1.668
N 0.319 1.439 -2.469
C 0.773 2.771 -2.008
C 1.322 2.745 -0.601
O 0.807 2.157 0.328
H -1.442 0.313 -2.329
H -0.431 0.355 -0.842
H -1.452 1.794 -1.439
H 1.071 0.757 -2.359
H -0.078 3.428 -2.171
H 1.608 3.027 -2.665
H 2.282 3.244 -0.368
H -2.469 -2.457 -3.077
H -3.157 -1.547 -2.018
O -2.477 -2.227 -2.145
H -2.961 1.078 1.472
H -1.783 0.545 0.623
O -2.734 0.468 0.764
H -1.688 -3.298 1.780
H -0.980 -3.988 3.005
O -0.925 -3.253 2.382
H 2.504 -2.518 0.937
H 3.531 -3.631 0.521
O 3.460 -2.719 0.813
H 3.589 -0.316 -1.848
H 2.910 -0.974 -0.554
O 2.877 -0.856 -1.504
H 3.966 0.919 0.885
H 3.193 1.251 -0.539
O 3.997 1.270 -0.019
H 2.318 0.844 2.438
H 3.630 0.025 2.820
O 3.249 0.900 2.692
H -3.938 1.056 -2.378
H -3.854 0.346 -1.034
O -3.783 0.192 -1.985
H -0.511 0.567 3.327
H -0.681 -0.437 2.232
O -0.192 0.381 2.436
H -0.696 3.464 1.487
H -2.162 3.959 1.083
O -1.223 4.166 1.087
H -2.439 -3.265 -0.608
H -3.698 -3.456 0.228
O -2.760 -3.667 0.222
H 0.288 -2.603 0.822
H 0.714 -1.289 1.480
O 0.936 -1.887 0.762

HOMO-LUMO gap = 8.4 eV
2S+1 = 1
Highest occupied orbital energy = -0.3143 Eh
ΔE to the lowest compared entry with this formula, charge and spin = 82.5 kcal per mole

No. 2
Formula: C18H33BClO12Si
Source: the OMol25 dataset
Level of theory: ωB97M-V/def2-TZVPD

CARTESIAN COORDINATES (ANGSTROEM)
C 1.131 1.141 2.007
Si 1.003 2.830 1.114
C 2.139 2.600 -0.389
C 1.839 4.165 2.182
B -0.858 3.405 0.596
C -1.862 3.669 1.882
C -2.441 2.406 2.544
C -2.919 1.418 1.503
Cl -4.071 0.180 2.223
H 0.601 0.404 1.394
H 2.166 0.800 2.110
H 0.675 1.153 3.003
H 3.199 2.539 -0.120
H 1.872 1.671 -0.903
H 2.001 3.417 -1.103
H 2.921 4.044 2.271
H 1.635 5.119 1.683
H 1.421 4.224 3.192
H -0.682 4.458 -0.026
H -1.316 2.584 -0.196
H -1.330 4.217 2.672
H -2.704 4.314 1.592
H -3.281 2.632 3.210
H -1.676 1.922 3.160
H -3.475 1.897 0.703
H -2.120 0.824 1.076
C -6.283 -2.719 1.413
C -5.503 -3.970 1.775
O -6.332 -5.013 1.243
C -7.105 -4.489 0.262
O -7.782 -5.132 -0.476
O -6.998 -3.146 0.242
H -5.651 -1.868 1.183
H -7.010 -2.449 2.181
H -4.533 -4.005 1.278
H -5.377 -4.126 2.842
C 1.361 -0.020 -5.651
C 2.230 1.068 -5.041
O 1.370 1.626 -4.050
C 0.445 0.699 -3.697
O -0.293 0.782 -2.777
O 0.496 -0.354 -4.562
H 1.904 -0.908 -5.955
H 0.755 0.356 -6.478
H 3.116 0.660 -4.551
H 2.523 1.849 -5.738
C 1.490 -5.032 -5.881
C 2.858 -5.419 -5.342
O 3.726 -4.526 -6.052
C 3.009 -3.446 -6.436
O 3.466 -2.438 -6.870
O 1.690 -3.662 -6.242
H 0.686 -5.091 -5.153
H 1.225 -5.593 -6.779
H 2.953 -5.219 -4.274
H 3.151 -6.442 -5.558
C 2.189 1.197 6.217
C 3.434 0.347 6.429
O 4.069 0.417 5.154
C 3.629 1.534 4.505
O 4.053 1.936 3.478
O 2.617 2.102 5.204
H 1.882 1.762 7.093
H 1.349 0.614 5.836
H 4.099 0.777 7.181
H 3.229 -0.693 6.667

HOMO-LUMO gap = 5.5 eV
2S+1 = 1
Highest occupied orbital energy = -0.1339 Eh
Total charge = -1

No. 3
Formula: H6O3
Source: the OMol25 dataset
Level of theory: ωB97M-V/def2-TZVPD

CARTESIAN COORDINATES (ANGSTROEM)
O 0.925 -0.134 0.423
H 1.256 -0.753 -0.228
H 1.710 0.284 0.778
O -1.404 -0.952 2.296
H -0.660 -0.838 1.703
H -1.895 -0.133 2.225
O 0.219 0.677 -2.694
H 0.565 1.238 -1.999
H -0.717 0.611 -2.505

HOMO-LUMO gap = 11.6 eV
2S+1 = 1
Highest occupied orbital energy = -0.4082 Eh
ΔE to the lowest compared entry with this formula, charge and spin = 8.9 kcal per mole

No. 4
Formula: C2H4N2O3
Source: the OMol25 dataset
Level of theory: ωB97M-V/def2-TZVPD

CARTESIAN COORDINATES (ANGSTROEM)
C -0.107 0.480 0.045
C 1.367 -0.721 0.488
N 1.836 -1.284 -0.729
N 0.841 -1.614 1.531
O 2.184 -0.494 -1.563
O -0.111 -1.141 2.175
O 1.326 -2.678 1.694
H -0.918 -0.173 -0.021
H 0.240 0.806 -0.876
H -0.250 1.304 0.907
H 2.030 0.036 0.779

HOMO-LUMO gap (alpha / beta) = 8.8 / 8.8 eV
2S+1 = 1
Highest occupied orbital energy (alpha / beta) = -0.3617 / -0.3617 Eh
ΔE to the lowest compared entry with this formula, charge and spin = 192.4 kcal per mole

No. 5
Formula: C10H12ClP
Source: the OMol25 dataset
Level of theory: ωB97M-V/def2-TZVPD

CARTESIAN COORDINATES (ANGSTROEM)
C 3.606 -0.463 -1.353
C 3.720 0.079 -0.127
C 2.410 -1.222 -1.582
C 2.860 -0.041 0.922
C 1.529 -1.351 -0.529
C 1.679 -0.852 0.709
C -2.733 -0.628 0.839
C -2.694 0.632 0.367
C -1.365 1.104 0.050
C -3.975 1.386 0.060
P 0.685 -1.167 2.111
Cl -1.221 -1.697 1.083
H 4.437 -0.304 -2.007
H 4.612 0.763 -0.037
H 2.106 -1.689 -2.570
H 2.915 0.467 1.837
H 0.825 -2.097 -0.832
H -3.514 -1.291 1.156
H -1.291 2.189 -0.160
H -0.968 0.539 -0.858
H -0.556 0.923 0.813
H -4.787 0.614 0.422
H -4.246 1.800 -1.019
H -4.032 2.307 0.704

HOMO-LUMO gap = 6.8 eV
2S+1 = 1
Highest occupied orbital energy = -0.2463 Eh
ΔE to the lowest compared entry with this formula, charge and spin = 78.4 kcal per mole

No. 6
Formula: C18H20N2O3S
Source: the OMol25 dataset
Level of theory: ωB97M-V/def2-TZVPD

CARTESIAN COORDINATES (ANGSTROEM)
C -4.716 -1.284 -1.750
N -4.428 -0.221 -0.818
C -3.129 0.271 -0.703
C -2.073 -0.297 -1.420
C -0.788 0.199 -1.297
C -0.515 1.270 -0.457
C 0.861 1.860 -0.383
O 1.139 2.900 -0.951
N 1.764 1.175 0.354
C 1.520 -0.055 1.064
C 2.286 -1.190 0.384
C 3.733 -0.817 0.205
C 4.692 -1.806 0.021
C 6.023 -1.481 -0.156
C 6.412 -0.152 -0.147
C 5.466 0.838 0.034
C 4.125 0.519 0.207
C 3.133 1.632 0.420
C -1.568 1.855 0.237
C -2.853 1.363 0.124
S -5.554 0.018 0.409
C -4.777 -0.767 1.848
O -6.720 -0.734 0.062
O -5.720 1.411 0.682
H -4.172 -2.202 -1.506
H -4.469 -0.971 -2.765
H -5.783 -1.477 -1.686
H -2.242 -1.125 -2.087
H 0.008 -0.247 -1.874
H 0.450 -0.264 1.087
H 1.879 0.062 2.094
H 2.204 -2.105 0.973
H 1.843 -1.385 -0.597
H 4.384 -2.842 0.018
H 6.756 -2.262 -0.298
H 7.451 0.111 -0.284
H 5.763 1.877 0.041
H 3.253 2.407 -0.342
H 3.320 2.095 1.401
H -1.378 2.710 0.868
H -3.658 1.847 0.649
H -4.718 -1.828 1.649
H -3.796 -0.333 1.992
H -5.410 -0.573 2.704

HOMO-LUMO gap = 9.2 eV
2S+1 = 1
Highest occupied orbital energy = -0.3205 Eh
ΔE to the lowest compared entry with this formula, charge and spin = 34.1 kcal per mole

| no. | E_tot (eV) |
| --- | --- |
| 1 | -31721.2702 |
| 2 | -64849.5733 |
| 3 | -6239.8686 |
| 4 | -11254.2247 |
| 5 | -32371.3988 |
| 6 | -38948.7224 |